BrH2NO2S | ωB97M-V/def2-TZVPD

```
7
Properties=species:S:1:pos:R:3:forces:R:3
N 0.0864 1.4859 1.2278 0.1 -1.8 -0.9
O -0.2109 -0.2391 -1.9546 0.4 -0.2 1.3
O -0.9315 -1.9218 -0.3537 -1.9 -2.3 1.4
S -0.0770 -0.8727 -0.6579 2.4 3.8 -1.5
Br 2.1001 -1.6884 -0.4604 -0.8 0.4 0.0
H -0.2239 2.1340 0.4930 -0.3 -0.3 0.1
H -0.7430 1.1021 1.7059 0.0 0.4 -0.3
```
Forces are in eV/Å.

DFT total energy ... -3178.46590 a.u.
F_max ... 0.09210 hartree/bohr
Orbital gap (alpha / beta) ... 5.71 / 5.70 eV
Charge ... 0

Atomic partial charges in e from the natural (NBO) method, atoms 1 to 4:
1. N -0.650
2. O -0.846
3. O -0.846
4. S 1.821

---

C22H25FNOTc | ωB97M-V/def2-TZVPD

```
51
Properties=species:S:1:pos:R:3:forces:R:3
C 1.8940 -0.0092 2.9742 0.5 0.4 0.1
C 2.1182 -0.7235 1.7502 1.2 0.2 -0.6
C 1.9366 0.1813 0.6670 1.0 0.3 0.3
H 2.4387 -1.7532 1.6456 -0.1 0.2 0.2
C 1.6034 1.4697 1.2214 0.7 0.2 0.5
C 1.6048 1.3530 2.6516 0.6 0.0 -1.0
H 1.4436 2.3758 0.6523 0.0 -0.2 0.1
C -1.3813 -1.6938 3.6911 -0.1 0.0 -0.6
C -0.0713 -1.9485 3.1774 -0.7 -0.6 0.0
C -0.1716 -2.0669 1.7353 -0.6 -0.9 0.0
H 0.7843 -2.2361 3.7859 -0.3 0.0 -0.3
C -1.5202 -1.6737 1.3879 -0.2 -0.7 0.9
C -2.2626 -1.5210 2.6042 0.4 -0.3 -0.2
H 2.1019 -0.0396 -0.3833 -0.2 0.1 0.1
H 1.3877 2.1433 3.3607 -0.2 -0.2 -0.2
H 1.9822 -0.4081 3.9771 0.0 0.1 -0.2
H -3.3360 -1.3572 2.6489 0.4 0.2 0.1
H 0.5013 -2.5758 1.0550 -0.2 -0.1 0.3
H -1.6571 -1.6749 4.7433 0.1 0.2 -0.3
Tc 0.0908 -0.0136 1.7721 -0.3 0.9 1.7
C -2.0055 -1.4197 -0.0083 0.2 0.3 -0.7
C -3.5175 -1.6290 -0.0665 -0.2 -0.1 0.0
C -1.3117 -2.3349 -1.0212 -0.1 -0.3 -0.1
H -3.7487 -2.6511 0.2614 0.1 0.2 0.0
H -3.8888 -1.4858 -1.0796 0.0 -0.1 0.3
H -4.0366 -0.9280 0.5922 0.0 0.0 -0.2
H -1.4506 -3.3869 -0.7437 0.0 0.2 -0.1
H -0.2338 -2.1388 -1.0957 -0.1 0.0 0.0
H -1.7557 -2.1785 -2.0113 0.1 0.0 0.2
C -1.5085 0.0441 -0.2838 0.0 0.1 0.3
C -2.0893 0.7632 -1.4688 -1.4 0.2 -1.0
H -0.3988 0.0187 -0.4252 -0.3 0.0 0.1
H -1.8019 0.6888 0.5740 0.1 -0.1 -0.4
O -3.2290 0.4587 -1.7835 0.5 0.4 -0.3
N -1.4237 1.7405 -2.1687 -0.1 0.5 0.4
C -0.2702 2.5390 -1.7409 -0.2 -0.3 -0.1
H -2.0275 2.1989 -2.8458 0.0 -0.3 0.2
C 1.0375 1.9526 -2.2249 0.3 -0.1 -0.3
C 2.2383 2.6022 -1.9157 0.0 -0.4 0.1
H 2.1967 3.5697 -1.4077 0.1 -0.3 -0.1
C 3.4596 2.0114 -2.2420 -0.1 0.1 -0.1
H 4.3899 2.5059 -1.9515 -0.3 -0.2 -0.2
C 3.4840 0.7978 -2.9418 -0.1 0.0 0.1
H 4.4403 0.3318 -3.1892 -0.3 0.2 0.1
C 2.2849 0.1968 -3.3382 0.0 0.3 0.1
H 2.2849 -0.7273 -3.9180 0.1 0.3 0.1
C 1.0610 0.7877 -2.9977 0.3 -0.1 0.2
H 0.1173 0.3595 -3.3439 0.4 0.0 0.2
H -0.2690 2.6313 -0.6390 0.0 0.0 -0.4
H -0.3762 3.5606 -2.1455 -0.1 -0.4 0.2
F -1.1383 1.2926 2.4524 -0.7 0.1 0.4
```
Forces are in eV/Å.

DFT total energy ... -1163.66306 a.u.
F_max ... 0.03876 hartree/bohr
Orbital gap (alpha / beta) ... 7.19 / 7.21 eV
Multiplicity ... 4
Charge ... +1
<S²> ... 3.7812

Atomic partial charges in e from the Mulliken method, atoms 1 to 4:
1. C -0.312
2. C -0.844
3. C 0.625
4. H 0.539

---

C12H34O5 | ωB97M-V/def2-TZVPD

```
51
Properties=species:S:1:pos:R:3:forces:R:3
C 8.7708 7.3694 -3.1848 -0.8 -1.0 0.1
C 8.7419 8.7214 -2.4935 1.2 0.0 -0.1
C 9.2498 8.6495 -1.0594 -0.3 -0.7 0.2
O 9.6202 9.5908 -3.2463 -0.8 0.4 0.3
H 8.6786 7.3839 -4.2709 0.1 0.6 0.0
H 7.9236 6.7397 -2.8797 0.2 0.0 0.3
H 9.6888 6.8131 -2.9732 0.0 0.1 0.2
H 7.7332 9.1321 -2.4489 0.1 0.3 -0.6
H 9.2384 9.5974 -0.5253 0.1 0.2 -0.3
H 10.2580 8.2254 -1.0553 0.0 0.1 0.1
H 8.6193 7.9764 -0.4680 0.1 -0.1 -0.1
H 10.5037 9.2163 -3.1731 0.0 0.0 0.0
C 13.4890 7.4649 0.3875 0.2 0.4 -0.6
C 14.0304 6.0583 0.5324 0.1 -0.2 1.3
C 15.3357 6.0614 1.3160 0.8 0.4 -0.3
O 13.0835 5.2344 1.2256 -0.2 -0.3 -0.7
H 13.1805 7.8709 1.3511 0.0 0.0 0.0
H 12.6414 7.5140 -0.3007 -0.1 -0.2 0.2
H 14.2540 8.1275 -0.0305 0.0 0.0 0.1
H 14.2157 5.5912 -0.4347 -0.3 -0.1 0.0
H 15.2849 6.6724 2.2226 -0.2 0.0 0.0
H 16.1357 6.4949 0.7032 -0.1 0.0 0.1
H 15.6875 5.0743 1.6130 -0.3 -0.2 -0.1
H 13.0407 5.4912 2.1503 0.1 0.2 0.0
C 15.5224 10.7296 -5.8238 0.1 0.9 -0.6
C 15.8488 9.5152 -4.9833 0.6 0.0 0.3
C 17.2595 8.9820 -5.2079 0.2 -0.7 -0.5
O 15.7840 9.8296 -3.5939 -0.4 -0.2 -0.1
H 16.3875 11.3937 -5.9251 0.1 -0.2 0.2
H 14.7472 11.3726 -5.4004 -0.2 -0.4 0.2
H 15.2082 10.5117 -6.8480 0.0 -0.3 0.1
H 15.1664 8.6917 -5.2233 -0.2 0.1 0.1
H 18.0832 9.6905 -5.1168 -0.3 0.4 0.2
H 17.3787 8.5299 -6.1994 -0.2 0.1 0.0
H 17.4422 8.1719 -4.5003 0.0 0.1 0.1
H 14.8519 9.8845 -3.3178 0.4 0.2 0.0
C 10.2001 13.8113 0.2741 1.1 0.4 0.1
C 10.7294 12.6635 -0.5786 -0.8 -0.1 0.0
C 11.0530 13.1065 -1.9896 1.0 0.4 -0.6
O 11.8539 12.0685 0.0711 0.3 -0.2 -0.5
H 10.9924 14.5712 0.3404 -0.1 0.0 -0.2
H 10.0740 13.5129 1.3138 -0.5 -0.2 -0.1
H 9.3311 14.3013 -0.1612 -0.2 -0.2 0.2
H 9.9667 11.8787 -0.6393 0.1 0.0 0.1
H 11.1100 12.3311 -2.7563 -0.5 -0.3 0.3
H 12.0717 13.5265 -2.0310 -0.2 0.2 0.3
H 10.3951 13.9025 -2.3379 -0.1 -0.1 0.0
H 12.6261 12.5944 -0.1799 -0.1 0.0 0.3
O 13.3978 10.2376 -2.1240 -0.3 -0.1 0.0
H 12.9926 9.4295 -1.7873 0.1 0.1 0.1
H 13.0006 10.9445 -1.5970 -0.1 -0.1 0.0
```
Forces are in eV/Å.

DFT total energy ... -853.77490 a.u.
F_max ... 0.02551 hartree/bohr
Orbital gap ... 10.27 eV
Charge ... 0
SMILES ... CC(C)O.CC(C)O.CC(C)O.CC(C)O.O

Atomic partial charges in e from the natural (NBO) method, atoms 1 to 4:
1. C -0.638
2. C 0.087
3. C -0.623
4. O -0.723

---

C4H7NO | ωB97M-V/def2-TZVPD

```
13
Properties=species:S:1:pos:R:3:forces:R:3
C -0.7153 -1.2232 0.1036 1.9 -0.6 -1.0
O -1.4378 -0.0816 -0.2951 -3.1 1.8 0.3
C -0.7270 1.2556 -0.2365 2.8 -1.7 4.7
C 0.6742 0.6568 0.3419 0.0 0.8 -3.3
N 2.0203 -0.1026 -0.3744 -2.9 -0.8 4.3
C 0.5805 -0.4794 -0.6314 0.9 -1.9 3.3
H -1.1860 -2.1973 -0.3853 0.9 2.3 0.8
H -0.5855 -1.3904 1.2591 -0.1 0.4 -2.2
H -0.6137 1.8028 -1.1522 -0.8 0.1 -0.3
H -0.9327 1.7617 0.7649 -1.2 0.0 -2.0
H 0.6208 0.6460 1.4241 0.3 -0.9 -0.1
H 2.1922 -0.6006 0.7035 -0.1 1.4 -4.0
H 0.1099 -0.0479 -1.5221 1.3 -1.0 -0.4
```
Forces are in eV/Å.

DFT total energy ... -286.33992 a.u.
F_max ... 0.11107 hartree/bohr
Orbital gap ... 9.70 eV
Charge ... 0
SMILES ... C1OC[C@@H]2N[C@@H]12

Atomic partial charges in e from the natural (NBO) method, atoms 1 to 4:
1. C -0.077
2. O -0.586
3. C -0.103
4. C -0.191

---

C18H60N4O12 | ωB97M-V/def2-TZVPD

```
94
Properties=species:S:1:pos:R:3:forces:R:3
N -3.4274 2.2424 -4.4053 -1.8 3.7 0.9
C -2.7053 1.2299 -4.7378 3.8 -2.0 -1.7
N -3.3361 0.0865 -4.6206 -1.9 -2.6 0.5
O -1.5467 1.2267 -5.1591 0.2 1.0 0.3
H -4.3854 2.0681 -4.1371 0.3 0.8 0.0
H -3.0323 3.1666 -4.5047 -0.4 -0.2 0.1
H -4.3182 0.1295 -4.3887 0.3 -0.9 0.0
H -2.8047 -0.7668 -4.7186 -0.5 0.2 -0.1
N 2.9387 -4.4769 -0.5214 -3.0 1.1 3.8
C 3.7794 -4.6935 -1.4675 6.2 -1.1 0.8
N 3.2195 -4.9737 -2.5847 -1.8 -0.8 -4.9
O 5.0292 -4.7870 -1.3664 -1.4 0.8 0.4
H 3.2096 -4.3626 0.4448 0.1 -0.1 -0.4
H 1.9802 -4.7012 -0.7474 0.0 0.2 0.7
H 2.2217 -4.8898 -2.7171 0.3 -0.1 -0.4
H 3.8666 -5.1242 -3.3454 -0.5 0.0 0.0
C -4.9658 3.2806 0.4607 0.1 -0.5 1.9
C -3.6684 4.0461 0.4307 -1.0 3.2 -1.5
C -3.7297 5.5107 1.0014 -1.9 -0.5 -0.9
O -2.6234 3.4808 1.0846 1.6 -2.2 1.5
H -5.8361 3.8066 0.0683 0.4 0.0 -0.6
H -5.2372 3.1239 1.5047 0.0 -0.1 0.3
H -4.8222 2.2679 0.0839 -0.2 0.2 -0.5
H -3.4005 4.0818 -0.6253 0.0 0.4 -0.5
H -4.0209 5.4869 2.0516 0.6 -0.1 0.2
H -4.5641 6.0574 0.5620 -0.1 0.1 -0.3
H -2.8568 6.1243 0.7788 0.3 -0.3 0.3
H -1.9784 4.1845 1.1861 0.3 -0.3 0.1
C 2.2850 0.8529 4.0563 0.5 0.2 0.7
C 2.6431 0.6580 5.5429 -1.6 -1.4 -0.1
C 1.4855 0.0198 6.3819 0.2 0.8 0.1
O 3.8148 -0.1447 5.7018 0.2 0.9 0.1
H 3.0698 1.4900 3.6486 0.0 -0.1 -0.3
H 1.3383 1.3838 3.9569 -0.1 -0.1 0.0
H 2.2627 -0.0938 3.5164 -0.1 0.0 0.0
H 2.8036 1.6565 5.9496 0.5 -0.2 0.2
H 1.7121 0.1551 7.4394 0.1 -0.1 0.1
H 1.2886 -1.0415 6.2301 0.4 -0.1 -0.4
H 0.5295 0.5186 6.2228 0.0 0.2 -0.2
H 3.6005 -1.0635 5.5244 -0.2 0.0 -0.1
C 7.6989 1.5821 -1.3508 -0.2 -0.7 0.5
C 6.2439 1.0649 -1.5385 2.2 0.5 1.1
C 5.8427 0.1231 -0.4119 -0.5 -0.3 0.0
O 5.3617 2.1663 -1.4768 -0.3 -0.1 -1.0
H 8.2616 1.8096 -2.2562 -0.4 0.2 -0.2
H 8.2228 0.7472 -0.8856 0.3 0.1 0.1
H 7.7627 2.4349 -0.6750 -0.2 0.0 0.0
H 6.2827 0.5665 -2.5071 -0.7 -0.1 -0.1
H 4.8297 -0.2145 -0.6311 0.0 -0.4 -0.1
H 5.7243 0.6440 0.5382 0.4 0.3 -0.1
H 6.4953 -0.7342 -0.2468 0.0 0.0 -0.3
H 4.6672 1.8953 -2.0816 -0.6 0.5 0.0
C 2.6955 -0.8116 -4.3841 -2.1 -0.3 -0.2
O 2.3757 0.5990 -4.2449 1.7 -0.7 0.1
H 1.7422 -1.2593 -4.1033 0.1 -0.8 0.0
H 2.9029 -1.1760 -5.3902 0.1 0.6 -0.4
H 3.4489 -1.3014 -3.7672 0.3 1.2 0.5
H 1.6669 0.7773 -4.8672 -0.1 0.0 0.0
C -0.6380 -0.5449 -0.4298 0.0 -0.3 0.0
O -1.5323 -0.3662 0.7048 0.7 -0.5 -1.0
H -0.3585 0.3352 -1.0090 -0.4 0.4 0.4
H 0.3111 -1.0110 -0.1653 0.0 0.1 0.7
H -1.0371 -1.2510 -1.1581 -0.7 0.0 0.1
H -1.7066 0.5604 0.8857 0.2 0.2 -0.3
C 0.7519 4.9445 -1.8763 -1.3 1.1 0.9
O 1.4250 5.7207 -2.8162 1.4 -0.2 -1.0
H 0.0293 5.6796 -1.5217 -1.0 -0.6 0.6
H 0.2676 4.0620 -2.2942 0.1 -0.1 0.1
H 1.3267 4.7212 -0.9776 0.6 -0.2 -0.5
H 0.8688 5.7310 -3.5987 0.2 0.1 -0.1
C -1.6540 -6.3792 -1.6518 -0.9 0.8 -0.7
O -0.8471 -5.2866 -2.1359 0.8 -0.6 0.7
H -2.0756 -6.9507 -2.4787 0.3 -0.2 -0.1
H -1.1261 -7.0480 -0.9721 0.5 0.4 -0.3
H -2.5183 -5.9894 -1.1140 0.0 0.1 0.2
H -1.2466 -4.7757 -2.8438 -0.5 -0.4 0.1
C -5.3196 -2.5111 -1.0893 0.3 0.3 -0.7
O -6.2089 -2.7992 -2.1814 0.2 0.3 0.5
H -5.6225 -2.9278 -0.1287 -0.1 -0.1 -0.1
H -4.3030 -2.8098 -1.3453 0.1 -0.4 0.2
H -5.2334 -1.4289 -0.9927 -0.4 0.0 0.0
H -6.2766 -3.7509 -2.2876 0.0 0.0 0.1
C -0.9202 -3.9559 3.3160 0.9 1.6 -0.3
O -2.2382 -3.4991 3.0733 -0.5 -0.9 0.3
H -0.4203 -3.1869 3.9050 0.3 0.0 0.3
H -0.7726 -4.8826 3.8706 -0.9 -0.1 -0.3
H -0.3898 -3.9521 2.3638 0.3 -0.6 0.0
H -2.1555 -2.7294 2.5055 0.0 0.1 0.0
C -3.9360 1.4465 5.3624 0.7 -0.2 -0.5
O -3.0714 2.5513 5.0956 -0.5 0.5 0.5
H -3.7937 0.7287 4.5546 0.2 -0.6 0.4
H -3.6403 1.1026 6.3536 0.1 -0.4 -0.3
H -5.0170 1.5759 5.4146 -0.1 1.0 -0.1
H -2.9660 2.7465 4.1616 -0.4 -0.3 -0.1
```
Forces are in eV/Å.

DFT total energy ... -1843.51899 a.u.
F_max ... 0.12423 hartree/bohr
Orbital gap ... 9.22 eV
Charge ... 0
SMILES ... NC(N)=O.NC(N)=O.CC(C)O.CC(C)O.CC(C)O.CO.CO.CO.CO.CO.CO.CO

Atomic partial charges in e from the Mulliken method, atoms 1 to 4:
1. N -0.380
2. C 0.766
3. N -0.398
4. O -0.696

---

H4OSSi | ωB97M-V/def2-TZVPD

```
7
Properties=species:S:1:pos:R:3:forces:R:3
O 1.2097 0.8230 0.1371 1.8 1.6 0.1
Si 0.2609 -0.4104 -0.1222 -2.0 -2.6 0.6
S -1.7437 0.3061 0.3473 0.5 -0.6 -0.4
H 1.0407 1.2108 0.9994 0.1 0.3 0.0
H 0.5690 -1.2059 -1.3447 -0.3 0.9 -0.2
H 0.3409 -1.4628 0.8825 0.3 -0.2 0.5
H -1.6775 0.7393 -0.8994 -0.5 0.6 -0.6
```
Forces are in eV/Å.

DFT total energy ... -765.35503 a.u.
F_max ... 0.06426 hartree/bohr
Orbital gap ... 10.40 eV
Charge ... 0
SMILES ... O[SiH2]S

Atomic partial charges in e from the natural (NBO) method, atoms 1 to 4:
1. O -1.087
2. Si 1.304
3. S -0.449
4. H 0.508

---

Question: Look up the charge of the second one.
Answer: +1